DFT (ωB97M-V/def2-TZVPD) results for 2 unconnected molecules or ions with the total composition C14H22O12P2.

The total energy is -58026.3533 eV. For the gap between HOMO and LUMO, the calculation gives 7.64 eV. As for the SMILES: CCOP(=O)(CCCOC(=O)OP(O)O)OCC.O=C1C=C(O)C(=O)C=C1O. Its largest force on an atom is 0.0229 Eh/bohr.

Positions of all 50 atoms, in Å:
C1 -3.745 1.376 -1.023
C2 -2.284 1.817 -1.068
O1 -1.552 0.919 -1.924
P1 0.012 1.183 -2.058
O2 0.585 1.769 -0.824
C3 0.281 2.247 -3.493
C4 1.527 3.098 -3.228
C5 1.165 4.400 -2.531
O3 2.301 4.980 -1.882
C6 2.628 4.215 -0.821
O4 3.619 3.542 -0.753
O5 1.674 4.295 0.116
P2 2.053 3.731 1.657
O6 0.538 3.969 2.204
O7 1.968 2.124 1.427
O8 0.655 -0.187 -2.504
C7 0.522 -1.323 -1.617
C8 1.404 -1.233 -0.377
H1 -3.823 0.347 -1.367
H2 -4.099 1.385 0.005
H3 -4.377 2.012 -1.635
H4 -1.864 1.817 -0.067
H5 -2.225 2.834 -1.455
H6 0.447 1.629 -4.372
H7 -0.592 2.875 -3.671
H8 2.238 2.513 -2.648
H9 2.038 3.348 -4.157
H10 0.786 5.102 -3.271
H11 0.371 4.254 -1.798
H12 0.281 3.193 2.718
H13 1.623 1.945 0.531
H14 -0.522 -1.514 -1.376
H15 0.849 -2.176 -2.208
H16 1.745 -2.215 -0.071
H17 0.870 -0.721 0.416
H18 2.245 -0.589 -0.631
O9 -0.150 -2.372 2.180
C9 -0.383 -3.505 2.561
C10 -0.491 -4.653 1.684
C11 -0.765 -5.857 2.207
O10 -0.881 -6.959 1.485
C12 -0.970 -6.058 3.689
O11 -1.232 -7.185 4.063
C13 -0.842 -4.912 4.568
C14 -0.564 -3.710 4.044
O12 -0.428 -2.610 4.768
H19 -0.345 -4.500 0.624
H20 -1.084 -7.678 2.116
H21 -0.976 -5.069 5.629
H22 -0.233 -1.891 4.137